Version P
C4H12 | the ωB97M-V functional and the def2-TZVPD basis

The geometry in XYZ format:
```
16
C4H12 | the Open Molecules 2025 dataset | the ωB97M-V functional and the def2-TZVPD basis
C 1.85555 -1.84795 0.38616
C 0.41396 -1.99198 0.86174
H 1.91732 -2.40218 -0.46621
H 2.00099 -0.82876 0.33661
H 2.61030 -2.21747 1.13207
H 0.21771 -1.42831 1.91661
H 0.03137 -3.08672 1.00585
H -0.30091 -1.43877 0.20653
C -1.16646 1.98219 -1.51367
C -1.06228 1.88639 0.10330
H -1.07625 2.95723 -1.98026
H -0.28711 1.42590 -1.76917
H -2.14992 1.63966 -1.84710
H -0.07641 2.19033 0.45177
H -1.86709 2.33837 0.70605
H -1.06078 0.82208 0.46971
```

Summary:
- Orbital gap: 12.543 eV
- SMILES: CC.CC

Here are the natural (NBO) charges for atoms 1 to 6, given in e: atom 1 (C): -0.61, atom 2 (C): -0.60, atom 3 (H): 0.20, atom 4 (H): 0.20, atom 5 (H): 0.20, atom 6 (H): 0.19

=====

Version Q
C4H12 | the ωB97M-V functional and the def2-TZVPD basis

The geometry in XYZ format:
```
16
C4H12 | the Open Molecules 2025 dataset | the ωB97M-V functional and the def2-TZVPD basis
C 0.97630 -2.04599 1.07359
C -0.16609 -1.49016 1.90110
H 1.57308 -2.78894 1.60562
H 0.85854 -2.58447 0.12877
H 1.65111 -1.22227 0.81045
H -0.64333 -0.58860 1.52482
H -0.94567 -2.21860 2.14229
H 0.21193 -1.23399 2.88990
C -0.02025 1.21091 -1.17361
C -0.85027 2.34383 -1.82660
H -0.44323 0.21525 -1.34668
H 0.92292 1.07612 -1.70460
H -0.00379 1.39676 -0.10522
H -0.87263 3.21020 -1.16299
H -1.88456 2.07468 -2.01767
H -0.36406 2.64526 -2.73918
```

Summary:
- Orbital gap: 12.717 eV
- SMILES: CC.CC

Here are the natural (NBO) charges for atoms 1 to 6, given in e: atom 1 (C): -0.62, atom 2 (C): -0.61, atom 3 (H): 0.20, atom 4 (H): 0.21, atom 5 (H): 0.20, atom 6 (H): 0.21

=====

Order of stability, best first: version Q, version P

=====

Version P
C4H12 | the ωB97M-V functional and the def2-TZVPD basis

The geometry in XYZ format:
```
16
C4H12 | the Open Molecules 2025 dataset | the ωB97M-V functional and the def2-TZVPD basis
C -1.00051 -1.19219 -0.99205
C -2.35578 -1.82066 -0.95658
H -0.37729 -1.48466 -1.91805
H -1.07222 -0.06526 -0.94773
H -0.24243 -1.52746 -0.19707
H -3.26837 -1.23672 -1.30815
H -2.30349 -2.63332 -1.55143
H -2.77165 -2.11504 -0.00270
C 1.96909 1.49453 1.72594
C 1.43505 1.53565 0.28951
H 2.96501 2.12111 1.82427
H 1.21904 1.86014 2.49213
H 2.11678 0.40744 1.86532
H 0.84947 0.62328 0.16461
H 2.16306 1.55645 -0.50855
H 0.67425 2.47671 0.02054
```

Summary:
- Orbital gap: 12.430 eV
- SMILES: CC.CC

Here are the natural (NBO) charges for atoms 1 to 6, given in e: atom 1 (C): -0.62, atom 2 (C): -0.62, atom 3 (H): 0.21, atom 4 (H): 0.21, atom 5 (H): 0.21, atom 6 (H): 0.21

=====

Version Q
C4H12 | the ωB97M-V functional and the def2-TZVPD basis

The geometry in XYZ format:
```
16
C4H12 | the Open Molecules 2025 dataset | the ωB97M-V functional and the def2-TZVPD basis
C 1.46165 -1.29054 0.53296
C 0.44562 -1.45654 1.68241
H 2.38598 -0.87544 0.95619
H 1.81384 -2.17393 0.00781
H 1.01138 -0.69786 -0.30414
H -0.47444 -1.96290 1.40921
H 0.13531 -0.56030 2.19875
H 0.95722 -2.06387 2.43906
C -0.38344 1.88303 -0.79757
C -1.48818 0.94955 -1.47065
H -0.92249 2.79846 -0.42295
H -0.12394 1.29566 0.09588
H 0.37251 1.95357 -1.54644
H -1.72322 0.05910 -0.91148
H -1.03085 0.67430 -2.42228
H -2.43695 1.46771 -1.44675
```

Summary:
- Orbital gap: 12.452 eV
- SMILES: CC.CC

Here are the natural (NBO) charges for atoms 1 to 6, given in e: atom 1 (C): -0.61, atom 2 (C): -0.61, atom 3 (H): 0.21, atom 4 (H): 0.21, atom 5 (H): 0.20, atom 6 (H): 0.20

=====

Version R
C4H12 | the ωB97M-V functional and the def2-TZVPD basis

The geometry in XYZ format:
```
16
C4H12 | the Open Molecules 2025 dataset | the ωB97M-V functional and the def2-TZVPD basis
C 1.84779 1.27785 -0.29488
C 1.33585 0.94355 1.21641
H 2.95879 1.61788 -0.21254
H 1.89953 0.47149 -0.90299
H 1.24723 2.02885 -0.79382
H 1.95824 1.52361 1.79310
H 1.28726 -0.11313 1.39175
H 0.40866 1.43181 1.27454
C -2.23251 -1.60106 -0.42952
C -1.06277 -0.65327 -0.36716
H -1.98797 -2.64039 -0.90248
H -2.55378 -1.84274 0.59432
H -2.89660 -0.98959 -1.17947
H -1.29087 0.20818 0.18332
H -0.63538 -0.33644 -1.33315
H -0.28347 -1.32659 -0.03744
```

Summary:
- Orbital gap: 12.125 eV
- SMILES: CC.CC

Here are the natural (NBO) charges for atoms 1 to 6, given in e: atom 1 (C): -0.60, atom 2 (C): -0.61, atom 3 (H): 0.19, atom 4 (H): 0.20, atom 5 (H): 0.20, atom 6 (H): 0.20

=====

Version S
C4H12 | the ωB97M-V functional and the def2-TZVPD basis

The geometry in XYZ format:
```
16
C4H12 | the Open Molecules 2025 dataset | the ωB97M-V functional and the def2-TZVPD basis
C -2.28271 -0.10875 -1.76772
C -1.03734 0.22578 -0.90028
H -3.13231 -0.44989 -1.09908
H -2.66271 0.69294 -2.35376
H -2.02111 -1.02242 -2.28254
H -0.19436 -0.38474 -1.16754
H -1.16170 0.30295 0.16546
H -0.71360 1.25935 -1.15700
C 1.66158 0.21636 2.07054
C 1.71822 -0.32963 0.63335
H 0.59333 0.37286 2.22158
H 1.99564 -0.47626 2.83792
H 2.18266 1.15956 2.18215
H 2.64915 -0.17437 0.12324
H 0.84839 0.12035 0.12099
H 1.55687 -1.40409 0.37269
```

Summary:
- Orbital gap: 12.325 eV
- SMILES: CC.CC

Here are the natural (NBO) charges for atoms 1 to 6, given in e: atom 1 (C): -0.62, atom 2 (C): -0.63, atom 3 (H): 0.20, atom 4 (H): 0.21, atom 5 (H): 0.21, atom 6 (H): 0.21

=====

Order of stability, best first: version Q, version S, version P, version R

=====

Version P
C4H12 | the ωB97M-V functional and the def2-TZVPD basis

The geometry in XYZ format:
```
16
C4H12 | the Open Molecules 2025 dataset | the ωB97M-V functional and the def2-TZVPD basis
C 0.42319 -1.56759 1.06955
C 1.86740 -1.06296 0.91917
H -0.11164 -1.73915 0.14562
H 0.34357 -2.42490 1.74232
H -0.10244 -0.84581 1.67649
H 2.25327 -1.13206 -0.09769
H 1.95295 -0.04297 1.26376
H 2.53750 -1.70763 1.49045
C -1.59374 1.90044 -1.06163
C -0.69434 0.67075 -0.90305
H -1.47178 2.32212 -2.07403
H -2.66419 1.72271 -1.16479
H -1.26578 2.72278 -0.43378
H 0.33233 0.99922 -0.75794
H -1.05579 0.14887 -0.02818
H -0.75050 0.03617 -1.78627
```

Summary:
- Orbital gap: 12.370 eV
- SMILES: CC.CC

Here are the natural (NBO) charges for atoms 1 to 6, given in e: atom 1 (C): -0.62, atom 2 (C): -0.62, atom 3 (H): 0.21, atom 4 (H): 0.20, atom 5 (H): 0.20, atom 6 (H): 0.21

=====

Version Q
C4H12 | the ωB97M-V functional and the def2-TZVPD basis

The geometry in XYZ format:
```
16
C4H12 | the Open Molecules 2025 dataset | the ωB97M-V functional and the def2-TZVPD basis
C -0.96432 1.60026 0.51491
C -2.36515 2.16067 0.71094
H -0.19969 2.34907 0.65875
H -0.85739 0.67187 1.07269
H -0.88279 1.21855 -0.50701
H -3.25684 1.53641 0.59966
H -2.59032 2.98725 0.03839
H -2.43428 2.46404 1.75974
C 1.23213 -1.67374 -1.17140
C 2.15692 -2.12543 -0.03237
H 0.38697 -2.35893 -1.20948
H 0.93657 -0.64625 -0.99727
H 1.62106 -1.66533 -2.19251
H 2.75683 -1.27197 0.29778
H 2.87979 -2.85659 -0.39267
H 1.58051 -2.38988 0.84987
```

Summary:
- Orbital gap: 12.702 eV
- SMILES: CC.CC

Here are the natural (NBO) charges for atoms 1 to 6, given in e: atom 1 (C): -0.61, atom 2 (C): -0.61, atom 3 (H): 0.21, atom 4 (H): 0.21, atom 5 (H): 0.20, atom 6 (H): 0.21

=====

Version R
C4H12 | the ωB97M-V functional and the def2-TZVPD basis

The geometry in XYZ format:
```
16
C4H12 | the Open Molecules 2025 dataset | the ωB97M-V functional and the def2-TZVPD basis
C 0.43454 1.86105 0.08837
C -0.03735 1.60238 1.50660
H -0.00226 2.69961 -0.45380
H 1.52323 1.90425 0.07197
H 0.15587 1.00771 -0.52291
H 0.02115 2.51764 2.10848
H 0.64401 0.93846 2.03205
H -1.08561 1.31591 1.58077
C 0.26064 -2.04214 -0.28271
C -0.69329 -1.43248 -1.30339
H 1.25990 -1.62190 -0.38504
H -0.04431 -1.68136 0.70608
H 0.33966 -3.12495 -0.27030
H -1.75539 -1.61551 -1.13929
H -0.51609 -1.94483 -2.25854
H -0.50470 -0.38386 -1.47836
```

Summary:
- Orbital gap: 12.581 eV
- SMILES: CC.CC

Here are the natural (NBO) charges for atoms 1 to 6, given in e: atom 1 (C): -0.61, atom 2 (C): -0.61, atom 3 (H): 0.21, atom 4 (H): 0.20, atom 5 (H): 0.20, atom 6 (H): 0.20

=====

Version S
C4H12 | the ωB97M-V functional and the def2-TZVPD basis

The geometry in XYZ format:
```
16
C4H12 | the Open Molecules 2025 dataset | the ωB97M-V functional and the def2-TZVPD basis
C 0.32895 -1.21055 -0.57703
C 0.30749 -2.72306 -0.63843
H 0.54898 -0.78766 -1.55134
H -0.53931 -0.71136 -0.28099
H 1.15064 -0.98950 0.05503
H 0.23968 -3.19388 0.36851
H 1.13395 -3.28094 -1.15809
H -0.40278 -3.07140 -1.29896
C -0.00609 1.62237 0.08622
C -0.69667 2.36475 1.24744
H 0.76403 2.19564 -0.38686
H 0.51112 0.77151 0.50578
H -0.52788 1.28610 -0.72704
H -0.06168 3.04197 1.59209
H -1.50258 3.05809 0.92643
H -1.24786 1.62793 1.83725
```

Summary:
- Orbital gap: 12.361 eV
- SMILES: CC.CC

Here are the natural (NBO) charges for atoms 1 to 6, given in e: atom 1 (C): -0.61, atom 2 (C): -0.61, atom 3 (H): 0.20, atom 4 (H): 0.21, atom 5 (H): 0.20, atom 6 (H): 0.20

=====

Order of stability, best first: version R, version Q, version P, version S

=====

Version P
C4H12 | the ωB97M-V functional and the def2-TZVPD basis

The geometry in XYZ format:
```
16
C4H12 | the Open Molecules 2025 dataset | the ωB97M-V functional and the def2-TZVPD basis
C -1.93453 0.11749 0.48836
C -2.38790 1.57159 0.43907
H -1.73000 -0.23300 -0.57013
H -0.99236 0.11887 1.10570
H -2.62656 -0.53429 0.98463
H -2.54338 1.96502 1.53200
H -3.32015 1.69927 -0.12440
H -1.67021 2.19557 0.03785
C 1.74243 -0.58974 0.12875
C 2.54077 -1.07164 -1.08696
H 1.81477 0.51007 0.27401
H 0.66196 -0.86995 -0.11332
H 2.08777 -1.16633 1.01285
H 2.49834 -2.15874 -1.09543
H 3.70197 -0.80547 -0.99068
H 2.15706 -0.74871 -2.02229
```

Summary:
- Orbital gap: 12.507 eV
- SMILES: CC.CC

Here are the natural (NBO) charges for atoms 1 to 6, given in e: atom 1 (C): -0.61, atom 2 (C): -0.59, atom 3 (H): 0.20, atom 4 (H): 0.20, atom 5 (H): 0.21, atom 6 (H): 0.19

=====

Version Q
C4H12 | the ωB97M-V functional and the def2-TZVPD basis

The geometry in XYZ format:
```
16
C4H12 | the Open Molecules 2025 dataset | the ωB97M-V functional and the def2-TZVPD basis
C 1.87298 1.81397 -1.17253
C 0.86374 0.74064 -0.83962
H 2.02823 1.75786 -2.26266
H 1.71032 2.78076 -0.70560
H 2.69288 1.45406 -0.79691
H 0.49181 0.00550 -1.62135
H 0.06153 1.24541 -0.25635
H 1.29355 -0.07960 -0.26538
C -1.91323 -0.86523 0.75514
C -0.68393 -1.53987 1.24407
H -2.62442 -0.81435 1.68756
H -1.70801 0.08597 0.44760
H -2.74671 -1.28943 0.07341
H 0.16186 -0.96545 1.00801
H -0.65790 -2.53506 0.49684
H -0.84272 -1.79517 2.20776
```

Summary:
- Orbital gap: 11.766 eV
- SMILES: CC.CC

Here are the natural (NBO) charges for atoms 1 to 6, given in e: atom 1 (C): -0.61, atom 2 (C): -0.62, atom 3 (H): 0.21, atom 4 (H): 0.21, atom 5 (H): 0.20, atom 6 (H): 0.21

=====

Version R
C4H12 | the ωB97M-V functional and the def2-TZVPD basis

The geometry in XYZ format:
```
16
C4H12 | the Open Molecules 2025 dataset | the ωB97M-V functional and the def2-TZVPD basis
C 1.50790 -0.32030 0.62393
C 1.68770 1.17757 0.71803
H 0.69324 -0.57787 1.35947
H 1.44770 -0.54884 -0.44068
H 2.37564 -0.90328 1.02361
H 1.20808 1.64048 1.66712
H 1.10994 1.82082 -0.00618
H 2.77678 1.35223 0.68934
C -1.21985 -0.78928 -1.16500
C -1.94977 -0.06609 -0.11877
H -1.68250 -0.97923 -2.21912
H -0.49761 -0.27114 -1.75704
H -0.95048 -1.77743 -0.99742
H -1.36904 0.64268 0.42837
H -2.49648 -0.78182 0.49995
H -2.77119 0.37198 -0.59663
```

Summary:
- Orbital gap: 11.797 eV
- SMILES: CC.CC

Here are the natural (NBO) charges for atoms 1 to 6, given in e: atom 1 (C): -0.63, atom 2 (C): -0.62, atom 3 (H): 0.21, atom 4 (H): 0.22, atom 5 (H): 0.20, atom 6 (H): 0.20

=====

Version S
C4H12 | the ωB97M-V functional and the def2-TZVPD basis

The geometry in XYZ format:
```
16
C4H12 | the Open Molecules 2025 dataset | the ωB97M-V functional and the def2-TZVPD basis
C 0.85547 1.90876 0.37686
C -0.26225 2.87039 -0.08105
H 1.78510 2.42694 0.60938
H 0.55807 1.43166 1.32245
H 0.99842 1.10759 -0.34924
H -0.13881 3.86729 0.34561
H -1.22559 2.47084 0.25160
H -0.35853 2.85937 -1.16016
C -0.91919 -2.71991 0.03399
C 0.38294 -2.07579 -0.38958
H -1.25854 -3.49576 -0.64844
H -0.87133 -3.13589 1.04411
H -1.72752 -1.99800 0.14755
H 1.27331 -2.55489 0.00281
H 0.46045 -1.91900 -1.46256
H 0.44799 -1.04359 -0.04334
```

Summary:
- Orbital gap: 12.740 eV
- SMILES: CC.CC

Here are the natural (NBO) charges for atoms 1 to 6, given in e: atom 1 (C): -0.61, atom 2 (C): -0.61, atom 3 (H): 0.21, atom 4 (H): 0.20, atom 5 (H): 0.20, atom 6 (H): 0.21

=====

Order of stability, best first: version S, version P, version R, version Q